39
Properties=species:S:1:pos:R:3:forces:R:3 method="wB97M-V/def2-TZVPD" s2=0.758 e_homo_ev="-12.76 / -12.76" charge=+1 multiplicity=2 orbital_gap_ev="10.30 / 2.83" de_lowest_kj_mol=13.2
C 3.370 30.438 0.979 0.8 -0.2 -0.8
C 2.465 29.998 -0.212 3.3 -0.4 2.2
C 1.242 29.269 0.188 1.0 -1.8 -1.0
O 0.291 29.929 -0.603 -3.3 -0.1 -0.1
C 0.736 31.002 -1.155 -0.5 2.0 1.0
O 0.013 31.836 -1.728 1.9 -0.9 0.2
O 2.012 31.176 -0.795 -1.0 2.1 -2.1
H 4.082 31.182 0.622 -0.2 0.3 -0.2
H 4.066 29.674 1.328 -0.5 -0.5 0.0
H 2.858 30.864 1.841 -0.4 -0.1 -0.2
H 3.007 29.414 -0.956 0.3 0.2 0.0
H 1.154 29.228 1.273 -1.1 0.2 -0.2
H 1.266 28.304 -0.318 0.1 -0.5 1.0
C 1.500 35.883 -1.593 0.0 0.9 -0.1
C 1.249 34.644 -2.483 -0.8 2.3 -1.8
C -0.154 34.475 -3.202 0.9 0.8 2.8
O 0.187 34.052 -4.470 1.2 -0.4 -0.4
C 1.494 34.309 -4.725 0.4 -1.6 -5.1
O 1.991 34.124 -5.854 -1.2 1.2 5.3
O 2.143 34.734 -3.556 -0.4 -0.6 -0.5
H 1.345 36.723 -2.271 -0.2 0.1 -0.1
H 2.522 36.043 -1.248 0.0 -0.7 0.0
H 0.821 36.017 -0.751 -0.1 -0.6 -0.1
H 1.622 33.790 -1.918 -0.2 -1.5 0.8
H -0.676 35.429 -3.283 0.2 0.3 0.1
H -0.751 33.849 -2.539 -0.1 -0.6 -0.9
C 5.444 28.099 -5.777 0.4 -1.9 -0.5
C 5.141 26.713 -5.168 -1.1 -0.1 1.9
C 6.127 26.300 -4.024 2.2 -0.2 -1.5
O 5.413 26.137 -2.845 0.7 -0.6 -0.2
C 4.204 26.566 -3.029 -2.1 3.0 3.0
O 3.560 26.844 -1.998 0.0 -0.8 -3.4
O 3.957 26.913 -4.331 -0.9 -0.4 1.8
H 4.725 28.451 -6.516 -0.4 -0.1 0.5
H 6.339 27.931 -6.377 0.5 0.5 0.3
H 5.582 28.770 -4.930 0.1 0.2 -0.4
H 4.809 25.859 -5.759 0.7 0.4 -0.8
H 6.857 27.104 -3.937 0.0 0.2 0.4
H 6.715 25.383 -4.077 -0.1 0.0 -1.0